C24H25FeN3O2S2 as an isolated structure. Source: the Open Molecules 2025 dataset; level of theory: the ωB97M-V functional and the def2-TZVPD basis.

XYZ file:
```
57
Properties=species:S:1:pos:R:3
Fe 0.5427 -1.4751 -1.2127
S -1.7641 2.5874 -2.1066
S 0.1718 0.4351 -2.8438
O 2.0431 -1.9310 0.0262
O -0.2622 -2.7671 -3.2002
N 0.4624 0.3449 0.1429
N -0.3143 1.3393 -0.3544
N -1.4605 -2.0917 -0.0784
C -3.1630 -1.5802 1.5169
C 0.0393 6.2276 -0.0337
C -0.6002 3.8050 -2.8501
C -0.5483 1.3845 -1.6121
C 0.0899 4.5436 -1.7550
C 1.2828 5.8158 0.4147
C 1.8543 -0.4672 1.9145
C -1.5999 -3.2235 -3.0504
C -3.5115 -2.9185 1.6012
C 1.1120 0.5762 1.2392
C -0.9977 -4.3427 -0.8404
C 2.1704 -0.2907 3.2660
C 1.9360 4.7797 -0.2287
C -2.8186 -3.8315 0.8245
C -2.1454 -1.2167 0.6540
C 3.4200 -2.3239 3.3260
C 1.3416 4.1438 -1.3045
C 2.9203 -1.1982 3.9769
C -0.5532 5.5950 -1.1102
C 1.1126 1.9551 1.8413
C -1.5961 -4.5209 -2.2453
C 3.1340 -2.5356 2.0015
C 2.3176 -1.6515 1.2534
C -1.7880 -3.3858 0.0034
H -4.3085 -3.2436 2.2534
H 1.7432 6.3015 1.2623
H -1.5277 5.9066 -1.4570
H -3.0617 -4.8834 0.8604
H -0.4727 7.0395 0.4624
H -0.9930 -5.2533 -2.7830
H 3.5138 -3.4059 1.4869
H 1.8527 3.3276 -1.7954
H 0.3971 1.9980 2.6627
H 0.8018 2.6764 1.0904
H 2.0977 2.2190 2.2192
H -1.8695 -0.1795 0.5426
H -1.2287 4.4530 -3.4572
H -3.6642 -0.8290 2.1046
H -2.6210 -4.8924 -2.1821
H 0.0873 3.2405 -3.4797
H -2.0423 -3.4100 -4.0356
H 4.0208 -3.0346 3.8731
H 1.7851 0.5731 3.7841
H -2.2041 -2.4611 -2.5405
H 2.9083 4.4566 0.1132
H -0.9608 -5.3167 -0.3494
H 3.1348 -1.0254 5.0211
H -0.2410 -2.0824 -3.8812
H 0.0250 -3.9559 -0.9512
```

⟨S²⟩ = 6.01
HOMO-LUMO gap (spin up / spin down) = 7.692 / 7.679 eV
Total energy = -89917.6911 eV
2S+1 = 5
HOMO (spin up / spin down) = -7.36 / -7.49 eV
Relative energy (zero: lowest compared OMol25 entry of this formula, charge and spin) = 16.5 kcal per mole

=====

A 3-piece molecular cluster, C23H47N2O8PS overall. Source: the Open Molecules 2025 dataset; level of theory: the ωB97M-V functional and the def2-TZVPD basis.

XYZ file:
```
82
Properties=species:S:1:pos:R:3
S 3.4101 -1.5573 -5.5073
P 4.5987 -2.7598 -6.5032
O -8.6214 2.8893 4.6639
O 1.2913 0.2237 0.7906
O 9.7171 -2.2776 -3.9334
O 2.1944 -3.5859 -1.8439
O -4.9504 3.5156 2.1464
O -0.6461 3.9966 2.2798
O 8.7920 -1.5504 -6.2068
O 7.1901 -1.5943 -8.2182
N -1.0581 0.8569 2.5870
N -6.6426 5.1461 4.2911
C -8.9289 4.2899 4.7220
C -5.5153 4.8191 1.9936
C 2.7936 -5.8659 -3.0028
C 3.1392 -2.5085 -1.5073
C 0.5098 3.5025 1.6207
C 0.0806 -0.5409 0.8853
C 4.3684 -6.2411 -2.7045
C 5.3985 -5.8142 -3.9179
C 6.7181 -4.9744 -3.4268
C 2.5158 -4.2297 -3.1293
C -5.8638 2.5227 2.5876
C -1.8393 3.2516 2.0289
C 7.5523 -1.8174 -6.9525
C -5.6552 5.6123 3.3109
C 8.7226 -2.1840 -4.8518
C 7.1401 -2.6978 -4.6966
C 6.4099 -2.4678 -5.9727
C -7.9681 2.4087 5.8324
C -1.1225 0.3572 1.2091
C 6.5029 -3.3508 -3.3345
C 2.1724 0.0190 1.8883
C -1.9771 1.9650 2.8712
C -8.0194 5.1000 3.7864
H -4.6840 5.5921 3.8177
H -7.9891 1.3156 5.8041
H -5.8742 2.4897 3.6782
H 0.1688 -1.3743 1.5897
H -3.0071 1.5953 2.7929
H -6.4477 4.7748 1.4209
H 4.7994 -5.7852 -1.7159
H 5.4122 -3.0055 -3.0881
H -5.8645 6.6631 3.0746
H 3.4440 -1.8194 -2.4046
H -8.9105 4.6779 5.7455
H -1.9701 3.0755 0.9560
H -5.5055 1.5484 2.2438
H 7.1827 -2.9749 -2.4299
H -6.3649 4.2166 4.5931
H -8.0649 4.6297 2.7987
H 1.5958 -4.0129 -3.8559
H -2.6633 3.9129 2.3213
H -6.8721 2.6755 2.1935
H -2.0483 -0.2109 1.0756
H 3.1455 0.4410 1.6219
H 4.1221 -2.9444 -1.0227
H 2.1698 -6.2497 -2.0809
H 4.7798 -5.1817 -4.6844
H -6.9211 2.7206 5.8510
H -9.9626 4.3877 4.3571
H 7.1672 -5.4108 -2.4188
H 4.1765 -4.1405 -6.5026
H 1.0079 2.7654 2.2527
H 4.4123 -7.4328 -2.6513
H 0.2843 3.0822 0.6369
H 3.4570 -3.7810 -3.6606
H 4.5092 -2.3194 -7.9022
H 2.3037 -1.0440 2.1089
H 1.2104 4.3313 1.4868
H -4.8086 5.3715 1.3633
H 1.8157 0.5425 2.7786
H -1.1191 1.1806 0.4873
H -1.8196 2.2347 3.9214
H 5.7393 -6.8048 -4.4898
H 7.5619 -5.1518 -4.2470
H -0.0809 -0.9760 -0.1126
H -8.4723 2.7419 6.7438
H 2.6731 -1.7828 -0.6827
H -0.1145 1.1784 2.7832
H 2.4204 -6.3210 -4.0316
H -8.4040 6.1207 3.6973
```

SMILES = COCCCCCCC1=C([PH2]=S)C(=O)OC1=O.COCCNCCOC.COCCNCCOC
HOMO-LUMO gap = 6.307 eV
Total energy = -64086.3587 eV
HOMO = -8.43 eV
Relative energy (zero: lowest compared OMol25 entry of this formula, charge and spin) = 171.1 kcal per mole

=====

C31H41FN6O3Ru as an isolated structure. Source: the Open Molecules 2025 dataset; level of theory: the ωB97M-V functional and the def2-TZVPD basis.

XYZ file:
```
83
Properties=species:S:1:pos:R:3
Ru -0.6770 -2.6331 0.9225
F 1.8878 3.2688 -1.4173
O -0.4890 -0.6148 0.4188
O -4.2187 -1.0576 2.3363
O -2.3749 -2.1273 1.7078
N -1.0807 -4.5186 1.5001
N -1.5529 -6.8079 2.2449
N 0.1789 5.5250 -1.1373
N -2.9859 2.5656 1.0315
N -0.2303 7.7410 -2.3194
N 0.7883 -2.8596 0.2065
C 2.0919 -2.8301 -1.8232
C -2.2925 -7.7338 1.3809
C -0.4560 7.8415 -0.8295
C -3.1237 -1.0577 1.8333
C -3.3203 1.3378 1.4426
C 3.3714 -2.7535 -2.3595
C -2.5493 0.2163 1.2854
C 0.1869 6.6151 -0.1715
C -0.9238 1.6636 0.1882
C 4.4815 -2.5331 -1.5629
C 3.1172 -2.4661 0.4189
C 4.3536 -2.3767 -0.1895
C -0.1632 4.2252 -0.6967
C -0.2497 -2.1944 -2.7708
C 2.9484 -2.3815 1.9208
C 0.5191 -4.5878 -2.6380
C -1.7724 2.7613 0.3856
C 4.0784 -1.6318 2.6159
C 1.1351 7.1950 -2.6201
C 1.1858 5.7251 -2.1759
C -1.3034 -5.5981 1.8445
C 0.3069 1.8609 -0.4443
C -4.7651 3.9440 -0.0270
C -1.3859 4.0246 -0.0809
C 1.9934 -2.6956 -0.4193
C -0.8841 -7.3445 3.4338
C -1.2961 0.3260 0.6391
C 2.8093 -3.7953 2.5040
C 0.6742 3.1073 -0.8569
C 0.9579 -3.1264 -2.7870
C -3.9488 3.6645 1.2238
H 1.8385 7.8195 -2.0731
H -2.8735 -7.1696 0.6568
H -0.2210 -4.8409 -3.3971
H 1.2087 6.8439 0.1530
H 3.8451 -1.5262 3.6755
H 1.4161 -3.0098 -3.7713
H -4.2775 1.2281 1.9380
H -2.0560 4.8668 0.0121
H 3.7165 -4.3719 2.3136
H -1.5327 7.8778 -0.6768
H -0.0973 -8.0411 3.1431
H -0.9127 -2.3916 -1.9293
H 4.2218 -0.6350 2.1967
H 2.6599 -3.7451 3.5836
H -0.3649 8.6504 -2.7615
H -0.0147 8.7768 -0.4914
H -0.3754 6.3448 0.7177
H 0.9627 5.0671 -3.0145
H 1.3294 7.3042 -3.6840
H -3.4031 4.5419 1.5687
H -1.6190 -7.8624 4.0473
H 2.2053 5.5138 -1.8458
H 0.9790 1.0242 -0.5790
H 5.0251 -2.1703 2.5522
H -0.9260 7.1025 -2.7083
H 1.3644 -5.2691 -2.7413
H 0.0665 -4.7529 -1.6566
H -1.6070 -8.4046 0.8620
H -0.8276 -2.3551 -3.6818
H 3.4938 -2.8655 -3.4289
H 0.0342 -1.1464 -2.7373
H 5.4627 -2.4812 -2.0169
H 1.9673 -4.3319 2.0663
H -4.1343 4.2130 -0.8749
H -2.9716 -8.3175 1.9992
H 2.0181 -1.8415 2.1137
H -5.3472 3.0664 -0.3069
H -4.5983 3.3665 2.0437
H -5.4595 4.7624 0.1604
H -0.4549 -6.5283 4.0082
H 5.2366 -2.1955 0.4070
```

HOMO-LUMO gap (spin up / spin down) = 7.648 / 7.649 eV
Total energy = -53181.2972 eV
HOMO (spin up / spin down) = -12.94 / -12.94 eV
Relative energy (zero: lowest compared OMol25 entry of this formula, charge and spin) = 0.0 kcal per mole
Net charge = +2